1.
ORCA calculation (wB97M-V/def2-TZVPD) on the molecule C5H9NOS.

Computed properties:
Total charge: 0
Energy relative to the best compared isomer or geometry (same formula, charge and spin) in kcal/mol: 101.8
Multiplicity: 1

The geometry in XYZ format:
```
17
Properties=species:S:1:pos:R:3:forces:R:3
C -1.369473 0.057359 -0.589552 -0.7 0.8 0.3
C -0.942895 0.739252 0.740870 1.4 0.6 -2.0
C 0.186565 -1.734417 0.783636 1.2 4.4 1.5
C 1.043335 -1.014527 -0.258076 -0.4 2.1 2.5
C -0.293038 -0.449381 0.201647 2.1 -2.3 -0.3
N 1.995141 1.533565 0.396666 0.7 0.3 -1.6
O 3.442321 -0.397655 -0.789709 1.5 0.3 -1.6
S 2.560208 -0.147291 0.320885 -1.9 0.5 2.1
H -2.312767 -0.457408 -0.691418 -0.1 0.1 -0.2
H -0.912184 0.593943 -1.414735 -0.9 0.1 -0.4
H -0.406945 1.657151 0.618964 0.0 0.4 -0.1
H -1.357740 0.663039 1.685573 -1.5 -0.5 1.4
H -0.309741 -2.555712 0.540256 -1.7 -3.7 -1.0
H 0.366164 -1.542135 1.858297 0.5 -0.7 -0.7
H 1.202788 -1.403280 -1.235460 -0.1 -0.2 -0.6
H 2.245879 2.117519 1.197023 0.3 -1.0 0.2
H 2.286824 2.114878 -0.421363 -0.4 -1.1 0.5
```
Positions in Å, forces in eV/Å.

Here are the natural (NBO) charges for atoms 1 to 8, given in e: C -0.397; C -0.399; C -0.384; C -0.435; C -0.080; N -1.085; O -0.965; S 1.411

2.
ORCA calculation (wB97M-V/def2-TZVPD) on a structure of composition C38H30Br2N2OPPdS3.

Computed properties:
Total charge: -1
Multiplicity: 1

The geometry in XYZ format:
```
78
Properties=species:S:1:pos:R:3:forces:R:3
Pd -0.389460 0.850978 1.178703 0.5 0.2 -0.8
Br -0.572037 -1.482954 5.862134 -0.1 0.1 0.1
C -1.578777 -0.014753 5.197147 0.2 -0.2 0.1
C -2.424241 0.677840 6.038975 -0.2 0.3 -0.2
C -3.198846 1.695216 5.524021 -0.2 0.0 0.5
Br -4.387557 2.606113 6.713325 0.0 0.0 0.0
C -3.152952 2.051763 4.164794 0.0 -0.1 -0.1
C -3.984791 3.011189 3.551746 0.2 0.1 -0.8
C -3.865529 3.250255 2.196354 -0.4 0.0 1.1
C -2.888058 2.591682 1.465183 0.8 -0.7 -0.2
N -2.078480 1.692393 2.016192 -0.7 0.9 0.5
C -2.228160 1.365245 3.332369 -0.4 0.5 -0.3
C -1.435765 0.268081 3.825574 1.2 -1.7 -0.4
O -0.689065 -0.434952 3.068989 -1.0 0.1 1.4
H -2.476789 0.409957 7.084406 -0.1 0.0 0.0
H -4.716614 3.540667 4.141147 -0.1 0.0 0.1
H -4.522387 3.949387 1.703853 0.0 0.1 -0.1
H -2.748935 2.795072 0.407847 0.2 0.0 0.1
C -0.029531 -5.225797 -2.022236 0.0 0.1 0.2
C -0.006915 -4.726346 -0.571131 -0.1 -0.2 0.0
C 0.442838 -5.851204 0.374074 -0.1 0.1 -0.1
C -1.433532 -4.328190 -0.180855 0.3 0.0 -0.1
C 0.989986 -3.586878 -0.414828 -0.1 0.2 0.1
C 2.347865 -3.824210 -0.668494 0.3 0.1 0.0
C 3.332009 -2.889005 -0.393828 0.0 -0.4 -0.2
C 2.953200 -1.669406 0.120475 -0.4 0.7 0.3
S 3.926565 -0.314987 0.655762 -0.7 0.0 0.2
C 2.451864 0.554994 1.064219 -0.5 -2.0 -0.9
N 1.349831 -0.127866 0.748344 1.1 1.8 1.0
C 1.588350 -1.373636 0.291270 0.6 -1.0 -0.4
C 0.611746 -2.341415 0.043423 0.0 0.1 0.2
C 2.302961 1.803018 1.716152 -0.2 1.6 0.9
C 3.328191 2.710426 2.028324 -0.4 -0.7 -0.4
C 3.014744 3.903474 2.639737 0.3 0.3 0.1
C 1.705943 4.204420 2.985184 -0.5 -0.4 -0.1
C 0.675038 3.309600 2.686058 0.3 0.8 0.5
C 0.964054 2.128419 2.049544 -0.6 -1.5 -0.8
H -0.750330 -6.036673 -2.125747 0.0 -0.1 0.0
H 0.946119 -5.593576 -2.332323 0.1 0.0 -0.1
H -0.322367 -4.418505 -2.691510 0.0 0.1 -0.1
H -0.253461 -6.687104 0.336966 -0.1 -0.1 0.0
H 0.478712 -5.470031 1.392706 0.0 0.0 0.1
H 1.434027 -6.213073 0.112486 0.1 -0.1 0.0
H -2.088211 -5.192513 -0.294201 0.0 0.0 0.0
H -1.810793 -3.527994 -0.813778 -0.1 0.1 0.0
H -1.470435 -4.005626 0.856837 -0.1 0.1 0.1
H 2.653704 -4.779982 -1.064054 0.1 -0.1 0.0
H 4.372294 -3.111438 -0.567409 0.2 -0.1 -0.1
H -0.416490 -2.079976 0.263977 0.1 0.0 -0.1
H 4.348567 2.465803 1.770101 0.2 0.1 0.0
H 3.800394 4.614612 2.847837 0.1 0.1 0.1
H 1.477507 5.139239 3.476618 0.0 0.1 0.0
H -0.344259 3.576845 2.946493 0.0 -0.1 -0.1
S -0.028935 2.969291 -0.669041 0.0 0.2 -0.8
P -0.547284 1.313575 -1.661113 0.4 1.0 -0.3
S -1.922891 0.094073 -0.872851 0.2 -0.1 0.3
C -1.077947 1.988562 -3.278082 -0.1 -0.1 0.2
C -0.096742 2.612285 -4.038547 0.0 0.0 -0.2
C -0.444915 3.325583 -5.165969 0.1 0.0 -0.1
C -1.775639 3.416080 -5.544210 -0.1 0.1 -0.1
C -2.754517 2.792772 -4.788721 -0.1 0.1 -0.2
C -2.408206 2.080460 -3.652227 0.2 -0.2 0.1
C 0.917257 0.358537 -2.214964 -0.4 0.2 0.1
C 2.209659 0.836585 -2.064191 -0.1 0.0 0.0
C 3.263914 0.107489 -2.584841 0.1 0.0 -0.2
C 3.025304 -1.077897 -3.259959 0.1 0.0 0.0
C 1.732051 -1.549284 -3.413876 0.0 -0.1 -0.1
C 0.675216 -0.829271 -2.893844 0.1 0.1 0.0
H 0.939381 2.543986 -3.736559 0.0 0.1 0.0
H 0.319234 3.815677 -5.752812 0.1 0.0 -0.1
H -2.040081 3.973606 -6.432297 -0.1 0.0 0.0
H -3.789929 2.866304 -5.088142 -0.1 0.0 0.0
H -3.153317 1.581846 -3.048870 -0.1 0.0 0.1
H 2.384635 1.760647 -1.526927 -0.1 0.1 0.0
H 4.279079 0.455688 -2.459820 0.1 0.1 0.0
H 3.856598 -1.643722 -3.654735 0.1 -0.1 -0.1
H 1.551484 -2.476311 -3.939165 0.0 -0.1 0.0
H -0.345148 -1.175155 -2.997189 0.0 -0.1 0.0
```
Positions in Å, forces in eV/Å.

Here are the Mulliken charges for atoms 1 to 8, given in e: Pd -0.542; Br -0.217; C -0.155; C -0.421; C -0.067; Br -0.298; C 0.727; C -0.701

3.
ORCA calculation (wB97M-V/def2-TZVPD) on a structure of composition C29H41AuN4O4STe.

Computed properties:
⟨S²⟩: 3.785
Total charge: +1
Multiplicity: 4

The geometry in XYZ format:
```
81
Properties=species:S:1:pos:R:3:forces:R:3
Au -0.469550 -0.100775 0.757366 -0.1 -0.2 0.0
C -3.596492 3.453523 -1.604278 0.0 0.0 -0.1
N -3.171161 2.736684 -0.412808 0.1 0.1 0.1
C -4.191262 2.598012 0.622588 0.0 0.0 0.0
C -1.957856 2.241969 -0.233534 0.1 -0.2 0.0
O -1.638196 1.675926 0.837044 -0.2 0.2 0.1
C -0.930137 2.338188 -1.354587 -0.1 0.1 0.0
O 0.269569 1.834149 -0.841889 0.0 0.1 0.0
C 1.278306 1.685093 -1.809802 0.1 0.0 -0.1
C 2.493501 1.089711 -1.103239 -0.1 0.0 0.1
O 2.370636 0.584561 0.006953 0.0 0.0 -0.1
N 3.659116 1.145443 -1.774094 0.0 -0.1 0.0
C 4.870610 0.630517 -1.156230 0.0 0.0 0.0
C 3.805131 1.787907 -3.070047 0.0 0.0 -0.1
H -4.412979 2.911820 -2.082319 0.0 0.0 0.0
H -2.789413 3.564950 -2.319605 0.0 0.0 0.0
H -3.952640 4.444895 -1.323463 0.0 0.0 0.0
H -5.064777 2.104787 0.196603 0.0 0.0 0.0
H -4.480476 3.584725 0.984692 0.0 0.0 0.0
H -3.802655 2.004182 1.440962 0.0 0.0 0.0
H -0.808780 3.380767 -1.672645 0.0 0.0 0.0
H -1.279475 1.756759 -2.217910 0.0 0.0 0.0
H 1.520947 2.650628 -2.266260 0.0 0.0 0.1
H 0.951202 0.998851 -2.601919 0.0 0.0 0.0
H 4.621518 0.213053 -0.186170 0.0 0.0 0.0
H 5.599186 1.432151 -1.025340 0.0 0.0 0.0
H 5.311090 -0.145348 -1.783885 0.0 0.0 0.0
H 2.976353 1.547777 -3.733894 0.0 0.0 0.0
H 4.711851 1.409812 -3.537263 0.0 0.0 0.0
H 3.895535 2.873390 -2.981726 0.0 0.0 0.0
S -2.364387 -1.298967 1.871318 0.1 0.1 -0.2
C -2.179327 -2.718637 0.997039 -0.1 0.0 0.1
N -2.053017 -3.700318 0.398000 0.1 -0.1 0.0
C 1.143518 -3.408965 -1.466712 0.0 0.1 -0.1
C 0.619395 -2.074850 -1.010264 0.0 0.1 0.2
O 0.243438 -1.210715 -1.785152 0.0 -0.2 0.0
N 0.521400 -1.849851 0.369699 0.1 0.2 -0.3
Te 2.000821 -2.582542 1.673986 0.1 -0.1 0.1
C 3.337073 -3.979360 2.860483 0.0 0.0 0.0
C 3.342665 -5.319918 2.503128 0.0 0.0 0.0
C 2.614775 -5.904347 1.324335 0.0 0.0 -0.1
C 4.069524 -6.189502 3.319447 0.0 0.0 0.0
C 4.774005 -5.744205 4.424186 0.0 0.0 0.0
C 5.553959 -6.695408 5.285550 0.0 0.0 0.0
C 4.765007 -4.382033 4.712974 0.0 0.0 0.0
C 4.058309 -3.469243 3.942230 0.0 -0.1 -0.1
C 4.102408 -2.013364 4.303246 0.0 0.1 0.0
C 0.814007 -2.025767 3.305869 0.0 0.1 0.0
C -0.023781 -3.003382 3.850531 0.0 0.0 0.1
C -0.080501 -4.426750 3.370500 0.0 -0.1 0.0
C -0.846040 -2.635378 4.909446 0.0 0.0 0.0
C -0.864810 -1.342673 5.412660 0.0 -0.1 0.0
C -1.779209 -0.962700 6.541312 0.0 0.0 0.0
C -0.031540 -0.395769 4.831729 0.0 0.0 0.0
C 0.817813 -0.706383 3.776553 0.0 0.0 0.0
C 1.681171 0.400669 3.228567 0.1 0.0 0.0
H 0.818731 -3.579319 -2.489657 0.0 0.0 0.0
H 0.778058 -4.211018 -0.828687 0.0 0.0 0.0
H 2.237266 -3.404330 -1.446504 0.0 0.0 0.0
H 2.294639 -5.150787 0.605288 0.0 0.0 0.0
H 1.727776 -6.451539 1.649373 0.0 0.0 0.0
H 3.258998 -6.607999 0.798085 0.0 0.0 0.0
H 4.081895 -7.244469 3.069238 0.0 0.0 0.0
H 5.432782 -7.723800 4.951049 0.0 0.0 0.0
H 5.227499 -6.633761 6.324167 0.0 0.0 0.0
H 6.617372 -6.453967 5.263206 0.0 0.0 0.0
H 5.333166 -4.014464 5.560495 0.0 0.0 0.0
H 4.985439 -1.800333 4.903813 0.0 0.0 0.0
H 3.223403 -1.729408 4.882880 -0.1 0.0 0.0
H 4.141631 -1.376611 3.418074 0.0 0.0 0.0
H 0.192328 -4.535301 2.318853 -0.1 0.0 0.0
H -1.092226 -4.815555 3.474475 0.0 0.0 0.0
H 0.591311 -5.057612 3.958005 0.0 0.0 0.0
H -1.509705 -3.379938 5.333583 0.0 0.0 0.0
H -2.282204 -1.834564 6.954988 0.0 0.0 0.0
H -2.542884 -0.263219 6.197401 0.0 0.0 0.0
H -1.225433 -0.473241 7.343083 0.0 0.0 0.0
H -0.044700 0.623234 5.203707 0.0 0.0 0.0
H 2.424536 0.703355 3.969432 0.0 0.0 0.0
H 1.070116 1.277884 3.006197 0.0 0.0 0.0
H 2.209415 0.140728 2.312284 0.0 0.0 0.0
```
Positions in Å, forces in eV/Å.

Here are the Mulliken charges for atoms 1 to 8, given in e: Au 0.783; C -0.990; N 0.112; C -0.992; C 0.946; O -0.856; C -0.961; O -0.199

| no. | maximum force (eV Å⁻¹) | energy (eV) |
| --- | --- | --- |
| 1 | 4.784 | -19699.889 |
| 2 | 2.374 | -230285.107 |
| 3 | 0.383 | -66700.538 |